[1]
DFT (ωB97M-V/def2-TZVPD) results for the molecule C4H11N3 at a distorted geometry.

Each line ends with the Löwdin charge.
Geometry (Å):
1 C 1.76 0.47 -1.02  -0.0987
2 C 1.04 -0.21 0.13  -0.3796
3 N 1.54 0.14 1.43  0.0067
4 C -0.64 0.38 0.09  -0.2196
5 N -1.37 -0.22 1.22  0.0486
6 C -1.41 -0.80 -0.09  -0.2628
7 N -2.74 -0.01 -0.78  0.0070
8 H 1.68 1.56 -0.96  0.0734
9 H 2.82 0.21 -1.05  0.0722
10 H 1.32 0.16 -1.98  0.0780
11 H 1.11 -1.30 0.02  0.1221
12 H 1.68 1.15 1.52  0.0789
13 H 2.42 -0.32 1.65  0.0717
14 H -0.64 1.41 -0.22  0.1244
15 H -0.68 -0.67 1.84  0.0884
16 H -1.21 -1.81 -0.41  0.1316
17 H -3.39 -0.61 -1.30  0.0212
18 H -3.30 0.48 -0.08  0.0366

Calculated values
DFT total energy = -8793.4698 eV
charge = 0
lowest unoccupied orbital energy = 1.06 eV
HOMO level = -0.317 Ha
maximum force = 7.40 eV/Å
relative energy (zero: lowest compared OMol25 entry of this formula, charge and spin) = 4.149 eV
multiplicity = 1
SMILES = C[C@@H](N)[C@@H]1N[C@H]1N

[2]
DFT (ωB97M-V/def2-TZVPD) results for C19H17Br4HfN7O6 as an isolated structure at a distorted geometry.

Each line ends with the Löwdin charge.
Geometry (Å):
1 Hf -0.18 0.01 -0.59  1.5636
2 C -0.36 -4.30 -0.58  -0.0025
3 C 0.25 -2.96 -0.25  -0.4174
4 O -0.22 -1.94 -0.92  -0.1415
5 C 1.28 -2.89 0.65  -0.0314
6 C 2.03 -1.70 0.87  -0.2894
7 C 3.44 -1.79 1.37  -0.0060
8 N 1.48 -0.56 0.56  -0.1025
9 N 2.30 0.57 0.51  0.0844
10 C 2.14 1.22 -0.60  -0.4599
11 O 1.34 0.82 -1.53  -0.1264
12 C 2.94 2.44 -0.81  -0.1451
13 C 2.57 3.31 -1.83  -0.0119
14 C 3.29 4.47 -2.04  -0.0751
15 C 4.40 4.75 -1.25  -0.0873
16 C 4.79 3.87 -0.26  -0.0822
17 C 4.06 2.71 -0.04  -0.0253
18 H -1.44 -4.20 -0.65  0.0859
19 H -0.10 -5.05 0.16  0.0793
20 H 0.00 -4.63 -1.56  0.0931
21 H 1.66 -3.80 1.09  0.1111
22 H 3.51 -2.49 2.20  0.0838
23 H 3.78 -0.80 1.67  0.0677
24 H 4.09 -2.14 0.57  0.0974
25 H 1.71 3.07 -2.44  0.1210
26 H 3.00 5.15 -2.83  0.1036
27 H 4.96 5.66 -1.41  0.1004
28 H 5.66 4.08 0.33  0.1008
29 H 4.35 2.01 0.73  0.1049
30 N -1.34 -2.13 2.51  0.0917
31 N -1.84 -1.05 3.22  0.0270
32 C -1.64 0.23 2.97  -0.3573
33 N -2.19 1.14 3.79  0.2105
34 N -0.78 0.55 1.97  0.1217
35 N -1.06 1.59 1.26  -0.4378
36 O -0.33 1.80 0.28  -0.0524
37 O -1.95 2.37 1.54  0.1026
38 H -0.74 -1.79 1.75  0.0478
39 H -2.12 -2.65 2.11  0.0776
40 H -2.44 -1.31 4.00  0.1669
41 H -2.95 0.85 4.39  0.1242
42 H -2.20 2.09 3.46  0.1093
43 Br -5.71 -0.76 -4.59  0.7130
44 C -4.56 -0.64 -3.10  -0.7556
45 C -5.03 -0.97 -1.84  -0.7602
46 Br -6.79 -1.57 -1.57  0.7108
47 C -4.16 -0.86 -0.75  -0.6293
48 Br -4.67 -1.33 1.00  0.7701
49 C -2.86 -0.42 -0.90  -0.3804
50 O -2.03 -0.29 0.12  -0.2610
51 C -2.38 -0.07 -2.19  -0.4000
52 O -1.15 0.36 -2.28  -0.1786
53 C -3.25 -0.21 -3.27  -0.6343
54 Br -2.57 0.19 -4.98  0.7803

Calculated values
DFT total energy = -324171.2849 eV
charge = 0
lowest unoccupied orbital energy = -0.86 eV
HOMO level = -0.282 Ha
maximum force = 3.56 eV/Å
relative energy (zero: lowest compared OMol25 entry of this formula, charge and spin) = 1.578 eV
multiplicity = 1

[3]
DFT (ωB97M-V/def2-TZVPD) results for a 2-piece molecular cluster, C4H12O2S overall at a distorted geometry.

Each line ends with the Löwdin charge.
Geometry (Å):
1 O -1.27 -2.58 0.44  -0.0605
2 C -1.59 -1.28 0.02  -0.2969
3 C -1.02 -0.78 -1.30  -0.2119
4 C 0.47 -0.94 -1.48  -0.2806
5 C 1.39 0.28 -1.89  -0.4837
6 S 3.05 -0.18 -2.83  0.5905
7 H -1.89 -2.89 1.07  0.0641
8 H -2.69 -1.33 -0.15  0.1249
9 H -1.23 -0.67 0.84  0.1147
10 H -1.27 0.34 -1.57  0.1488
11 H -1.47 -1.47 -2.10  0.1319
12 H 0.84 -1.68 -2.26  0.1029
13 H 0.85 -1.20 -0.47  0.1108
14 H 1.04 0.98 -2.71  0.0530
15 H 1.72 1.02 -1.14  0.0571
16 H 4.01 -0.14 -1.85  -0.1652
17 O -0.27 4.36 6.20  -0.1273
18 H -1.06 3.87 5.74  0.0794
19 H 0.38 4.26 5.45  0.0479

Calculated values
DFT total energy = -19270.8861 eV
charge = 0
lowest unoccupied orbital energy = 0.67 eV
HOMO level = -0.335 Ha
maximum force = 3.53 eV/Å
relative energy (zero: lowest compared OMol25 entry of this formula, charge and spin) = 1.820 eV
multiplicity = 1
SMILES = OCCCCS.O

[4]
DFT (ωB97M-V/def2-TZVPD) results for a 2-piece molecular cluster, C2H3FNP overall at a distorted geometry.

Each line ends with the Löwdin charge.
Geometry (Å):
1 H 0.80 -2.35 -0.86  0.0028
2 N 0.94 -2.05 0.06  0.0497
3 C 0.76 -0.80 0.16  -0.6989
4 C 0.96 0.37 0.96  -0.3302
5 P 0.18 0.83 -0.49  0.9938
6 H 1.44 0.64 1.81  0.0030
7 F 2.15 3.15 0.29  -0.1810
8 H 2.63 2.80 1.12  0.1608

Calculated values
DFT total energy = -15615.7600 eV
charge = 0
lowest unoccupied orbital energy = -0.63 eV
HOMO level = -0.318 Ha
maximum force = 4.75 eV/Å
relative energy (zero: lowest compared OMol25 entry of this formula, charge and spin) = 1.752 eV
multiplicity = 1
SMILES = [H]/N=c1/cp1.F

[5]
DFT (ωB97M-V/def2-TZVPD) results for the molecule C21H25NO4.

Each line ends with the Löwdin charge.
Geometry (Å):
1 C -0.80 -6.89 -0.76  -0.0502
2 C -1.35 -5.51 -0.60  -0.2737
3 C -1.04 -4.50 -1.51  -0.0342
4 C -1.56 -3.23 -1.37  -0.0022
5 C -2.42 -2.95 -0.31  -0.1265
6 C -3.00 -1.60 -0.11  -0.4634
7 O -3.60 -1.26 0.88  0.1037
8 O -2.77 -0.80 -1.16  0.0036
9 C -3.22 0.55 -1.07  -0.0694
10 C -2.09 1.52 -1.45  -0.3206
11 O -2.31 2.39 -2.27  0.0758
12 C -0.83 1.32 -0.77  -0.1033
13 C -0.58 0.53 0.39  0.0304
14 C 0.75 0.62 0.67  -0.2542
15 C 1.52 -0.08 1.74  -0.0158
16 N 1.33 1.43 -0.27  -0.0100
17 C 2.72 1.82 -0.28  -0.0592
18 C 3.04 3.03 0.62  -0.2884
19 C 2.06 4.21 0.51  -0.1232
20 C 2.05 4.77 1.93  -0.1451
21 C 2.18 3.48 2.74  -0.1924
22 O 3.06 2.65 1.99  -0.1212
23 C 0.39 1.86 -1.15  -0.2079
24 C 0.71 2.67 -2.36  -0.0003
25 C -2.74 -3.95 0.60  -0.0038
26 C -2.21 -5.22 0.45  -0.0352
27 H -0.50 -7.30 0.20  0.0799
28 H 0.06 -6.90 -1.44  0.0749
29 H -1.56 -7.55 -1.18  0.0863
30 H -0.37 -4.72 -2.33  0.1107
31 H -1.31 -2.46 -2.07  0.1190
32 H -3.56 0.75 -0.04  0.1359
33 H -4.05 0.69 -1.76  0.1414
34 H -1.31 -0.01 0.97  0.1102
35 H 2.12 -0.88 1.31  0.0864
36 H 0.83 -0.52 2.45  0.0860
37 H 2.19 0.61 2.26  0.0638
38 H 3.33 0.99 0.06  0.1343
39 H 3.00 2.07 -1.31  0.1275
40 H 4.06 3.35 0.37  0.1506
41 H 2.38 4.94 -0.23  0.1189
42 H 1.06 3.85 0.26  0.1116
43 H 1.15 5.32 2.17  0.1148
44 H 2.92 5.41 2.10  0.1156
45 H 2.62 3.62 3.73  0.1231
46 H 1.20 2.99 2.85  0.1234
47 H 1.38 2.11 -3.02  0.0901
48 H -0.22 2.87 -2.89  0.0738
49 H 1.18 3.61 -2.11  0.0749
50 H -3.40 -3.72 1.42  0.1195
51 H -2.46 -5.99 1.16  0.1137

Calculated values
DFT total energy = -31863.4595 eV
charge = 0
lowest unoccupied orbital energy = 0.64 eV
HOMO level = -0.295 Ha
maximum force = 0.92 eV/Å
relative energy (zero: lowest compared OMol25 entry of this formula, charge and spin) = 0.834 eV
multiplicity = 1
SMILES = Cc1ccc(C(=O)OCC(=O)c2cc(C)n(C[C@H]3CCCO3)c2C)cc1

[6]
DFT (ωB97M-V/def2-TZVPD) results for the molecule CN6O4 at a distorted geometry.

Each line ends with the Löwdin charge.
Geometry (Å):
1 O -1.13 -1.82 -0.75  0.1258
2 N -1.60 -0.94 -0.10  -0.3718
3 O -2.68 -0.88 0.39  0.1496
4 C -0.83 0.27 -0.01  -0.1420
5 N -1.20 1.56 -0.03  0.1156
6 N -0.11 2.27 0.09  -0.0314
7 N 0.93 1.59 0.09  0.0487
8 N 0.60 0.33 -0.05  0.0566
9 N 1.80 -0.63 0.09  -0.3523
10 O 2.71 -0.24 -0.50  0.2059
11 O 1.51 -1.51 0.77  0.1952

Calculated values
DFT total energy = -18157.7088 eV
charge = 0
lowest unoccupied orbital energy = -1.61 eV
HOMO level = -0.431 Ha
maximum force = 4.13 eV/Å
relative energy (zero: lowest compared OMol25 entry of this formula, charge and spin) = 0.171 eV
multiplicity = 1
SMILES = O=[N+]([O-])c1nnnn1[N+](=O)[O-]